# 1
{"formula": "C5H9BrINO2S", "method": "ωB97M-V/def2-TZVPD", "charge": 0, "e_tot_ev": -99894.2010, "de_lowest_kj_mol": 0.0, "largest_force_ha_per_bohr": 0.06030, "homo_lumo_gap_ev": 8.8, "elements": ["C", "N", "C", "C", "Br", "S", "C", "I", "H", "H", "H", "H", "H", "H", "H", "H", "H", "O", "C", "O"], "coordinates": [[-1.095827, -1.742945, -1.045075], [-1.154449, -0.716002, 0.014467], [-1.390401, 0.597853, -0.411532], [-1.582356, 1.584499, 0.726791], [-3.151207, 1.237947, 1.870287], [0.093285, 1.300764, -1.523272], [1.428727, 1.277417, -0.382500], [1.793987, 3.280107, 0.492604], [-0.697787, -1.189210, -1.945889], [-0.280535, -2.510708, -0.937933], [-2.064886, -2.138239, -1.178650], [-0.354268, -0.823563, 0.700157], [-2.079456, 0.597337, -1.269680], [-0.625710, 1.534030, 1.305796], [-1.572189, 2.599026, 0.474322], [2.276389, 1.046423, -0.960885], [1.155195, 0.518713, 0.384164], [4.036655, -2.207591, 1.877027], [3.125496, -2.128866, 1.198425], [2.139337, -2.116990, 0.611375]], "forces_ev_per_angstrom": [[2.5573, 1.5812, -0.7582], [1.4634, -1.1402, 1.4479], [0.9038, 0.3989, -1.1720], [1.2168, -1.5227, 0.7513], [0.6776, 0.0563, -0.4351], [-1.0269, 0.0005, 0.0107], [-1.5022, 0.3555, 0.8050], [0.0846, -0.7370, 0.0061], [-0.8565, -0.7274, 0.3115], [-1.1352, 0.5722, 0.6462], [-0.8764, -0.7281, -0.4115], [-1.4851, 0.3826, -1.0517], [-0.4334, 0.1069, 0.8390], [-1.0650, -0.3587, 0.2637], [-0.6266, 1.3641, -0.9198], [1.2825, -0.3339, -0.1207], [0.8493, 0.7030, -0.2215], [1.9680, 0.1217, 0.8669], [-0.7931, -0.4258, 0.3727], [-1.2029, 0.3311, -1.2305]]}


# 2
{"formula": "C5H8N2S", "method": "ωB97M-V/def2-TZVPD", "charge": 0, "e_tot_ev": -19125.1723, "de_lowest_kj_mol": 506.5, "largest_force_ha_per_bohr": 0.09370, "homo_lumo_gap_ev": 9.0, "elements": ["H", "N", "C", "N", "S", "C", "C", "C", "C", "H", "H", "H", "H", "H", "H", "H"], "coordinates": [[0.306420, 2.101441, 0.082538], [-0.600160, 2.310168, 0.333375], [-1.311008, 1.320899, 0.284854], [-0.960673, 0.128147, -0.549854], [-2.181597, -1.099128, -0.430070], [0.507090, -0.230133, -0.758941], [0.975040, 0.056060, -1.995921], [1.114593, -1.074035, 0.322699], [0.723226, -0.725598, 1.611025], [-2.361631, 1.262312, 0.791290], [-1.324245, -1.918202, 0.614914], [1.967118, 0.098517, -2.294470], [0.205469, 0.721595, -2.605288], [1.960672, -1.710332, -0.059561], [1.052006, -1.399107, 2.529657], [-0.072327, 0.157389, 2.123760]], "forces_ev_per_angstrom": [[2.6081, -0.1242, -1.4649], [-0.7913, 2.6296, 2.2290], [-2.1862, -3.3669, -1.2033], [-0.3228, 0.7294, 1.4484], [3.3006, -1.5280, 2.0477], [-1.9172, -0.6168, -1.1257], [-3.9429, 2.6248, 0.8818], [-0.7120, 2.8599, 1.2479], [-0.2294, -1.2173, 2.1885], [1.7930, -0.0316, -1.3276], [-2.2089, 1.3618, -1.9803], [1.7461, -0.6486, -0.4993], [1.8564, -1.7114, 1.0276], [-1.1347, 0.2700, 1.2380], [-0.2447, 1.4884, -2.1415], [2.3859, -2.7192, -2.5664]]}


# 3
{"formula": "C33H35F5N4OP2Pd", "method": "ωB97M-V/def2-TZVPD", "charge": 2, "e_tot_ev": -78418.7951, "de_lowest_kj_mol": 0.0, "largest_force_ha_per_bohr": 0.05190, "homo_lumo_gap_ev": [6.5, 2.8], "spin_multiplicity": 5, "elements": ["Pd", "C", "C", "C", "C", "C", "C", "C", "C", "C", "H", "H", "H", "H", "H", "H", "H", "H", "H", "H", "H", "H", "H", "H", "H", "P", "P", "N", "N", "N", "N", "C", "C", "C", "C", "C", "C", "C", "C", "C", "C", "C", "C", "C", "C", "C", "C", "C", "C", "H", "H", "H", "H", "H", "H", "H", "H", "H", "H", "H", "H", "H", "H", "H", "H", "H", "H", "H", "H", "F", "C", "C", "F", "C", "F", "C", "O", "C", "F", "C", "F"], "coordinates": [[-1.820058, -0.450637, 1.006150], [3.001215, 0.158664, -5.253682], [3.464043, -0.047515, -4.029583], [4.382992, 0.881091, -3.287063], [4.207954, 2.379782, -3.606919], [2.783091, 2.844276, -3.498385], [1.875274, 2.866939, -4.484592], [2.158648, 2.470740, -5.909311], [3.211226, 1.365954, -6.127867], [-3.495823, 0.202331, 2.145826], [2.435944, -0.627935, -5.781842], [3.331080, -1.040440, -3.564990], [5.419454, 0.581708, -3.512125], [4.241016, 0.764391, -2.204176], [4.765292, 2.921073, -2.823455], [4.684498, 2.638829, -4.561749], [2.550808, 3.257283, -2.507998], [0.893246, 3.330709, -4.314520], [2.465121, 3.371418, -6.472261], [1.227257, 2.110110, -6.373813], [3.051450, 1.006265, -7.156042], [4.231304, 1.771639, -6.105506], [-4.171564, -0.645387, 1.957117], [-3.893949, 1.157578, 1.777265], [-3.217638, 0.248774, 3.208225], [-0.775755, 1.526869, 1.159641], [0.260242, -1.338719, 0.786617], [-1.668060, 2.568049, 0.145279], [-0.672452, 2.394003, 2.648610], [0.281061, -1.857879, -0.866125], [0.924574, -2.810083, 1.464490], [0.907287, 1.377196, 0.523562], [1.505105, -0.007413, 0.895230], [-2.807515, 2.207312, -0.587469], [-3.145300, 3.261476, -1.421273], [-2.195291, 4.314318, -1.187577], [-1.310473, 3.865793, -0.219613], [-1.741153, 2.760447, 3.487941], [-1.240593, 3.372562, 4.625146], [0.188268, 3.381376, 4.507897], [0.506253, 2.772214, 3.301677], [-0.890103, -2.270535, -1.519731], [-0.641778, -2.318437, -2.890876], [0.722997, -1.935902, -3.092980], [1.266875, -1.659383, -1.834952], [2.003433, -3.575391, 0.991679], [2.338794, -4.528624, 1.951396], [1.452347, -4.343360, 3.059356], [0.605272, -3.291395, 2.740451], [1.545404, 2.197355, 0.863924], [0.841435, 1.485433, -0.564346], [2.387656, -0.255808, 0.295135], [1.833993, -0.009028, 1.943118], [-3.233045, 1.225168, -0.432139], [-3.978005, 3.250804, -2.108747], [-2.185360, 5.267714, -1.685965], [-0.453386, 4.334536, 0.230951], [-2.757491, 2.517902, 3.199376], [-1.819332, 3.777126, 5.446165], [0.890348, 3.792393, 5.226662], [1.462004, 2.572116, 2.861080], [-1.795926, -2.432496, -0.948046], [-1.357717, -2.603148, -3.640974], [1.239666, -1.865368, -4.034385], [2.250128, -1.311864, -1.562942], [2.451293, -3.373601, 0.032134], [3.135819, -5.253746, 1.880135], [1.455051, -4.907506, 3.984040], [-0.190406, -2.812209, 3.293468], [-5.195150, -4.542190, 6.190077], [-4.507650, -4.062109, 5.134905], [-4.752539, -4.554804, 3.855422], [-5.696939, -5.503855, 3.681367], [-4.048454, -4.076424, 2.770907], [-4.310032, -4.561847, 1.537500], [-3.034883, -3.062894, 2.899869], [-2.359961, -2.631302, 1.897525], [-2.811577, -2.604810, 4.238608], [-1.852261, -1.663003, 4.454404], [-3.524229, -3.089088, 5.314392], [-3.284372, -2.625579, 6.559303]], "forces_ev_per_angstrom": [[-0.0490, -0.1606, -0.5738], [-0.1849, -0.3928, -0.5620], [0.4652, -0.5874, 0.0592], [0.0059, 0.1614, -0.0992], [0.5585, 0.1637, 0.4632], [-0.4547, 0.2966, -0.1905], [0.4622, 0.5050, 0.3830], [-0.2250, -0.0876, -0.1742], [-0.0774, -0.0029, -0.6707], [-1.5613, -0.1789, 1.6649], [0.1702, 0.2117, 0.5944], [-0.0853, 0.5222, -0.2898], [-0.1788, 0.0917, 0.2262], [0.0411, -0.1496, -0.0597], [0.0001, -0.1015, -0.3987], [-0.2887, -0.0141, 0.4843], [-0.3158, -0.1654, -0.3666], [0.3855, -0.3207, 0.0953], [-0.1896, -0.3042, 0.1271], [0.1467, 0.2704, 0.1614], [0.2356, 0.2362, 0.1941], [-0.3915, -0.3449, 0.0633], [0.1718, 0.2774, -0.1226], [0.3892, -0.3130, -0.1163], [-0.0258, 0.0332, -0.4456], [-1.0608, 1.8532, -0.0770], [-0.2771, -0.4062, -1.7056], [0.4115, 0.2215, 0.1423], [0.2411, -0.2024, 0.0466], [-0.1564, 0.4512, 0.4057], [1.1178, -0.6986, 1.0490], [0.6009, -0.0821, -0.0789], [0.5036, -0.1071, 0.3480], [0.1751, 0.7313, -0.5883], [0.5512, -0.9312, 0.9487], [0.4003, -0.9675, 0.8273], [-0.7299, 0.2724, -0.9135], [0.1701, 0.0976, 0.4472], [0.0208, -0.5832, -1.1562], [-0.0242, -0.6002, -1.0785], [-0.3114, 0.4928, 1.0965], [0.1983, 0.2625, -1.2649], [0.2144, 0.1233, 1.7375], [0.0675, 0.1005, 1.7784], [-0.5990, -0.0951, -1.2881], [-1.1953, 1.0279, 0.3663], [-1.1018, -0.2978, 2.2921], [2.0159, -1.2353, -1.2381], [0.0010, 1.2104, -1.6973], [0.0968, -0.2100, -0.0414], [-0.1874, -0.0989, 0.0180], [-0.1349, 0.2083, 0.0481], [-0.0308, 0.0441, -0.0446], [-0.1483, 0.1622, -0.2360], [0.0855, 0.1242, 0.0726], [0.0868, 0.0796, 0.0869], [0.0129, 0.1323, 0.0333], [0.2679, 0.2925, 0.0869], [0.0401, -0.1079, -0.2204], [-0.1384, -0.1344, -0.2696], [0.1924, 0.0857, 0.0135], [0.1018, -0.1797, -0.1219], [-0.0247, -0.0090, -0.0510], [0.0458, 0.0021, 0.0379], [-0.0137, 0.0156, -0.1044], [-0.0469, 0.0040, -0.1306], [-0.0841, 0.0029, -0.0556], [-0.0536, 0.0766, -0.1739], [0.0633, -0.0472, 0.0439], [1.1066, 0.8232, -1.6654], [-1.0629, -0.9232, 1.3782], [-1.1022, -1.1506, -1.0017], [1.0480, 1.0469, 0.2400], [-0.7551, -0.8895, -1.1333], [0.3821, 0.6447, 1.5578], [1.0953, 0.4669, -1.5864], [-1.3886, -1.2625, 1.7919], [0.4120, 0.7081, 1.1576], [-0.8435, -0.9271, -0.3398], [0.9665, 1.2251, 1.0865], [-0.2265, -0.4884, -1.3229]]}


# 4
{"formula": "C6H11IN2Si", "method": "ωB97M-V/def2-TZVPD", "charge": 0, "e_tot_ev": -25356.3404, "de_lowest_kj_mol": 222.3, "largest_force_ha_per_bohr": 0.09268, "homo_lumo_gap_ev": [7.1, 7.1], "elements": ["C", "C", "C", "C", "C", "C", "N", "N", "Si", "I", "H", "H", "H", "H", "H", "H", "H", "H", "H", "H", "H"], "coordinates": [[2.963772, 0.996534, 0.983186], [2.066774, 0.076959, 0.363534], [1.154899, 2.256344, 1.623152], [-0.483507, -2.283178, -0.751985], [-1.071710, 0.309705, -2.064750], [-1.882612, -0.053782, 1.145456], [2.360901, 2.100820, 1.391517], [0.835931, 0.263623, 0.310745], [-0.634288, -0.416682, -0.318920], [-0.372498, 3.571613, 1.280777], [3.974742, 0.828667, 1.278160], [2.499691, -0.757093, -0.100430], [-1.518248, -2.636338, -1.003407], [-0.033802, -2.558444, -1.706056], [-0.088909, -3.095708, -0.088944], [-0.226953, 0.468743, -2.596438], [-1.891640, -0.289800, -2.420806], [-1.500326, 1.257898, -1.810780], [-2.780203, 0.493626, 1.044827], [-2.022439, -1.092308, 1.584544], [-1.349574, 0.558800, 1.856618]], "forces_ev_per_angstrom": [[-0.1370, 0.6586, -0.2991], [1.5362, 0.1192, 0.0919], [0.4975, -0.4523, -0.5409], [-0.9740, -1.3708, 0.1788], [-2.1852, -0.3608, 4.2197], [1.7658, -2.0490, -0.3722], [-1.5716, -0.2189, 0.9658], [-2.2414, 1.7446, 0.3646], [-0.2324, -0.3753, -0.3427], [0.3477, 0.0215, -0.1844], [0.4667, -0.1583, -0.3214], [0.8531, -1.6048, -0.4106], [0.3289, 0.3811, 0.5417], [0.5556, 0.7675, -0.2215], [-0.2911, 1.0739, 0.0630], [2.4024, 0.0286, -2.2025], [0.1145, -0.3809, -0.7882], [-0.2900, 0.9010, -0.1162], [-1.2871, 0.0568, -0.7613], [-0.2594, 1.3450, -0.2186], [0.6008, -0.1268, 0.3543]]}